Record 1
Molecular formula: C41H29N4OS2Ti
Method: DFT, ωB97M-V/def2-TZVPD

Results
* relative energy (zero: lowest compared OMol25 entry of this formula, charge and spin): 0.00 kcal per mole
* HOMO energy (alpha / beta): -12.663 / -12.664 eV
* E_LUMO (alpha / beta): -0.21723 / -0.21509 Ha
* maximum force: 0.006 Eh/bohr
* expectation value of S²: 0.75
* total charge: +2
* multiplicity: 2
* frontier orbital gap (alpha / beta): 6.7517 / 6.8113 eV

```
78
C41H29N4OS2Ti | the Open Molecules 2025 dataset | ωB97M-V/def2-TZVPD
Ti 0.08 -0.20 0.06
C -1.98 2.99 2.42
C -2.75 2.21 3.28
C -2.68 0.83 3.20
C -1.86 0.22 2.25
C -1.09 0.99 1.36
C -1.16 2.38 1.48
C -1.68 -1.24 2.21
C -2.41 -2.16 2.99
C -2.11 -3.49 2.95
C -1.06 -3.95 2.12
C -0.68 -5.31 2.04
C 0.35 -5.69 1.23
C 1.04 -4.73 0.46
C 0.69 -3.41 0.52
C -0.38 -3.00 1.35
N -0.72 -1.67 1.39
H -2.01 4.07 2.50
H -3.38 2.68 4.02
H -3.27 0.25 3.90
H -0.55 3.03 0.86
H -3.21 -1.81 3.63
H -2.67 -4.20 3.54
H -1.21 -6.04 2.64
H 0.64 -6.73 1.17
H 1.86 -5.05 -0.17
H 1.24 -2.68 -0.05
S 4.19 0.04 5.96
C 3.24 0.36 7.34
C 1.97 0.71 7.01
C 1.75 0.71 5.62
C 2.86 0.35 4.90
C 2.99 0.23 3.45
C 1.85 0.06 2.65
N 1.88 -0.05 1.34
C 3.08 -0.01 0.71
C 4.28 0.14 1.40
C 5.51 0.19 0.65
C 5.50 0.07 -0.70
C 4.28 -0.11 -1.43
C 4.20 -0.23 -2.82
C 2.98 -0.41 -3.45
C 1.84 -0.47 -2.62
N 1.88 -0.34 -1.31
C 3.08 -0.16 -0.71
C 2.85 -0.55 -4.89
C 3.82 -0.87 -5.80
C 3.35 -0.90 -7.14
C 2.03 -0.61 -7.23
S 1.35 -0.28 -5.70
C 4.21 0.27 2.80
H 3.68 0.28 8.32
H 1.22 0.96 7.75
H 0.81 0.98 5.16
H 0.87 0.01 3.12
H 6.44 0.32 1.18
H 6.43 0.11 -1.25
H 5.11 -0.16 -3.41
H 0.87 -0.62 -3.07
H 4.85 -1.09 -5.53
H 3.97 -1.13 -7.99
H 1.41 -0.56 -8.11
H 5.13 0.42 3.36
O -0.20 1.52 -1.29
C -1.49 1.56 -1.94
C -1.85 0.16 -2.30
C -2.71 -0.11 -3.36
C -3.04 -1.43 -3.63
C -2.51 -2.44 -2.83
C -1.67 -2.09 -1.79
N -1.34 -0.81 -1.53
H -0.05 2.38 -0.88
H -1.43 2.19 -2.82
H -2.23 1.97 -1.25
H -3.10 0.69 -3.96
H -3.70 -1.67 -4.45
H -2.75 -3.48 -3.01
H -1.25 -2.85 -1.15
```


Record 2
Molecular formula: C41H30IrNO6S2
Method: DFT, ωB97M-V/def2-TZVPD

Results
* relative energy (zero: lowest compared OMol25 entry of this formula, charge and spin): 9.22 kcal per mole
* HOMO energy: -12.865 eV
* E_LUMO: -0.26853 Ha
* maximum force: 0.043 Eh/bohr
* total charge: +2
* frontier orbital gap: 5.5574 eV

```
81
C41H30IrNO6S2 | the Open Molecules 2025 dataset | ωB97M-V/def2-TZVPD
Ir -1.19 -1.52 -0.94
O -3.04 -5.23 -0.53
C -2.32 -4.16 -0.71
O -2.78 -3.02 -0.67
C -0.87 -4.40 -0.99
C -0.21 -5.60 -1.10
C 1.17 -5.57 -1.36
C 1.83 -4.36 -1.47
C 1.09 -3.19 -1.35
N -0.21 -3.25 -1.13
C 1.60 -1.76 -1.39
O 2.75 -1.49 -1.33
O 0.62 -0.86 -1.45
H -3.97 -4.99 -0.37
H -0.75 -6.54 -0.99
H 1.71 -6.50 -1.46
H 2.90 -4.29 -1.65
C 1.52 -6.21 3.23
C 0.97 -4.90 2.73
C -0.40 -4.65 2.80
C -0.93 -3.45 2.36
C -0.07 -2.49 1.86
C 1.30 -2.70 1.79
C 1.81 -3.91 2.23
S -0.82 -1.04 1.17
O -2.10 -0.83 1.81
C 0.31 0.28 1.65
C 0.47 0.15 3.06
C 1.16 1.09 3.75
C 1.68 2.23 3.10
C 2.37 3.23 3.82
C 2.82 4.35 3.20
C 2.59 4.53 1.82
C 1.94 3.58 1.09
C 1.47 2.38 1.70
C 0.79 1.37 0.95
C 0.71 1.64 -0.52
C 1.93 1.62 -1.29
C 3.11 1.01 -0.80
C 4.29 1.18 -1.48
C 4.30 1.78 -2.76
C 3.14 2.20 -3.33
C 1.92 2.12 -2.61
C 0.69 2.54 -3.19
C -0.48 2.42 -2.52
C -0.46 1.97 -1.17
S -1.97 1.54 -0.37
O -2.35 0.16 -1.05
C -3.14 2.65 -1.07
C -3.27 3.87 -0.42
C -4.15 4.80 -0.94
C -4.92 4.52 -2.07
C -5.91 5.51 -2.59
C -4.78 3.27 -2.68
C -3.89 2.33 -2.19
H 1.28 -6.35 4.29
H 2.61 -6.25 3.12
H 1.09 -7.05 2.69
H -1.06 -5.40 3.22
H -1.99 -3.25 2.43
H 1.97 -1.92 1.43
H 2.88 -4.08 2.20
H 0.04 -0.69 3.59
H 1.29 0.99 4.82
H 2.52 3.08 4.89
H 3.34 5.11 3.76
H 2.92 5.44 1.34
H 1.76 3.76 0.04
H 3.17 0.73 0.24
H 5.20 0.79 -1.06
H 5.24 1.89 -3.29
H 3.13 2.61 -4.33
H 0.69 2.94 -4.20
H -1.42 2.69 -2.97
H -2.70 4.09 0.47
H -4.26 5.76 -0.45
H -5.62 6.53 -2.33
H -6.90 5.32 -2.17
H -6.00 5.45 -3.68
H -5.37 3.03 -3.55
H -3.79 1.36 -2.66
```


Record 3
Molecular formula: C41H30IrNO6S2
Method: DFT, ωB97M-V/def2-TZVPD

Results
* relative energy (zero: lowest compared OMol25 entry of this formula, charge and spin): 5.05 kcal per mole
* HOMO energy: -12.895 eV
* E_LUMO: -0.26723 Ha
* maximum force: 0.034 Eh/bohr
* total charge: +2
* frontier orbital gap: 5.6236 eV

```
81
C41H30IrNO6S2 | the Open Molecules 2025 dataset | ωB97M-V/def2-TZVPD
Ir -1.06 -0.53 -1.74
O -3.85 0.64 -4.61
C -3.12 0.21 -3.63
O -1.88 0.20 -3.65
C -3.87 -0.31 -2.44
C -5.23 -0.41 -2.27
C -5.69 -0.93 -1.05
C -4.80 -1.30 -0.05
C -3.44 -1.17 -0.31
N -3.03 -0.70 -1.48
C -2.28 -1.46 0.63
O -2.45 -1.64 1.81
O -1.10 -1.45 0.02
H -3.30 0.94 -5.35
H -5.91 -0.10 -3.05
H -6.75 -1.02 -0.88
H -5.12 -1.68 0.91
C -6.23 3.58 0.09
C -4.84 3.04 -0.10
C -4.14 3.32 -1.28
C -2.85 2.85 -1.48
C -2.26 2.10 -0.47
C -2.92 1.81 0.72
C -4.21 2.29 0.89
S -0.67 1.41 -0.83
O -0.01 2.23 -1.82
C 0.22 1.52 0.72
C 0.11 2.89 1.12
C 0.81 3.34 2.19
C 1.68 2.49 2.89
C 2.44 2.97 3.98
C 3.32 2.16 4.63
C 3.51 0.84 4.19
C 2.79 0.34 3.15
C 1.83 1.14 2.47
C 1.05 0.63 1.37
C 1.28 -0.83 1.09
C 0.84 -1.77 2.07
C -0.06 -1.42 3.11
C -0.33 -2.31 4.11
C 0.17 -3.63 4.05
C 0.91 -4.04 2.99
C 1.26 -3.12 1.96
C 2.01 -3.53 0.83
C 2.31 -2.66 -0.16
C 1.94 -1.30 -0.02
S 2.09 -0.20 -1.38
O 0.89 -0.63 -2.31
C 3.48 -0.80 -2.28
C 4.71 -0.29 -1.89
C 5.85 -0.74 -2.53
C 5.77 -1.67 -3.57
C 7.00 -2.13 -4.29
C 4.51 -2.14 -3.95
C 3.36 -1.71 -3.31
H -6.23 4.67 0.04
H -6.64 3.29 1.06
H -6.90 3.22 -0.69
H -4.60 3.93 -2.05
H -2.30 3.08 -2.38
H -2.43 1.26 1.51
H -4.73 2.10 1.82
H -0.51 3.57 0.56
H 0.71 4.38 2.49
H 2.30 4.00 4.29
H 3.90 2.54 5.46
H 4.23 0.21 4.69
H 2.96 -0.68 2.83
H -0.32 -0.38 3.26
H -0.97 -2.03 4.93
H -0.06 -4.33 4.85
H 1.26 -5.06 2.91
H 2.33 -4.56 0.77
H 2.85 -2.98 -1.04
H 4.79 0.45 -1.09
H 6.82 -0.36 -2.23
H 7.89 -2.04 -3.65
H 7.17 -1.51 -5.17
H 6.91 -3.16 -4.62
H 4.43 -2.86 -4.75
H 2.39 -2.07 -3.61
```


Which value of relative energy (zero: lowest compared OMol25 entry of this formula, charge and spin) does entry 3 give?
5.05 kcal per mole


Please write out number 3 again, unchanged.
Molecular formula: C41H30IrNO6S2
Method: DFT, ωB97M-V/def2-TZVPD

Results
* relative energy (zero: lowest compared OMol25 entry of this formula, charge and spin): 5.05 kcal per mole
* HOMO energy: -12.895 eV
* E_LUMO: -0.26723 Ha
* maximum force: 0.034 Eh/bohr
* total charge: +2
* frontier orbital gap: 5.6236 eV

```
81
C41H30IrNO6S2 | the Open Molecules 2025 dataset | ωB97M-V/def2-TZVPD
Ir -1.06 -0.53 -1.74
O -3.85 0.64 -4.61
C -3.12 0.21 -3.63
O -1.88 0.20 -3.65
C -3.87 -0.31 -2.44
C -5.23 -0.41 -2.27
C -5.69 -0.93 -1.05
C -4.80 -1.30 -0.05
C -3.44 -1.17 -0.31
N -3.03 -0.70 -1.48
C -2.28 -1.46 0.63
O -2.45 -1.64 1.81
O -1.10 -1.45 0.02
H -3.30 0.94 -5.35
H -5.91 -0.10 -3.05
H -6.75 -1.02 -0.88
H -5.12 -1.68 0.91
C -6.23 3.58 0.09
C -4.84 3.04 -0.10
C -4.14 3.32 -1.28
C -2.85 2.85 -1.48
C -2.26 2.10 -0.47
C -2.92 1.81 0.72
C -4.21 2.29 0.89
S -0.67 1.41 -0.83
O -0.01 2.23 -1.82
C 0.22 1.52 0.72
C 0.11 2.89 1.12
C 0.81 3.34 2.19
C 1.68 2.49 2.89
C 2.44 2.97 3.98
C 3.32 2.16 4.63
C 3.51 0.84 4.19
C 2.79 0.34 3.15
C 1.83 1.14 2.47
C 1.05 0.63 1.37
C 1.28 -0.83 1.09
C 0.84 -1.77 2.07
C -0.06 -1.42 3.11
C -0.33 -2.31 4.11
C 0.17 -3.63 4.05
C 0.91 -4.04 2.99
C 1.26 -3.12 1.96
C 2.01 -3.53 0.83
C 2.31 -2.66 -0.16
C 1.94 -1.30 -0.02
S 2.09 -0.20 -1.38
O 0.89 -0.63 -2.31
C 3.48 -0.80 -2.28
C 4.71 -0.29 -1.89
C 5.85 -0.74 -2.53
C 5.77 -1.67 -3.57
C 7.00 -2.13 -4.29
C 4.51 -2.14 -3.95
C 3.36 -1.71 -3.31
H -6.23 4.67 0.04
H -6.64 3.29 1.06
H -6.90 3.22 -0.69
H -4.60 3.93 -2.05
H -2.30 3.08 -2.38
H -2.43 1.26 1.51
H -4.73 2.10 1.82
H -0.51 3.57 0.56
H 0.71 4.38 2.49
H 2.30 4.00 4.29
H 3.90 2.54 5.46
H 4.23 0.21 4.69
H 2.96 -0.68 2.83
H -0.32 -0.38 3.26
H -0.97 -2.03 4.93
H -0.06 -4.33 4.85
H 1.26 -5.06 2.91
H 2.33 -4.56 0.77
H 2.85 -2.98 -1.04
H 4.79 0.45 -1.09
H 6.82 -0.36 -2.23
H 7.89 -2.04 -3.65
H 7.17 -1.51 -5.17
H 6.91 -3.16 -4.62
H 4.43 -2.86 -4.75
H 2.39 -2.07 -3.61
```